{"formula": "C90H190N10O10", "method": "wB97M-V/def2-TZVPD", "elements": ["C", "C", "C", "C", "C", "C", "C", "C", "C", "N", "O", "H", "H", "H", "H", "H", "H", "H", "H", "H", "H", "H", "H", "H", "H", "H", "H", "H", "H", "H", "C", "C", "C", "C", "C", "C", "C", "C", "C", "N", "O", "H", "H", "H", "H", "H", "H", "H", "H", "H", "H", "H", "H", "H", "H", "H", "H", "H", "H", "H", "C", "C", "C", "C", "C", "C", "C", "C", "C", "N", "O", "H", "H", "H", "H", "H", "H", "H", "H", "H", "H", "H", "H", "H", "H", "H", "H", "H", "H", "H", "C", "C", "C", "C", "C", "C", "C", "C", "C", "N", "O", "H", "H", "H", "H", "H", "H", "H", "H", "H", "H", "H", "H", "H", "H", "H", "H", "H", "H", "H", "C", "C", "C", "C", "C", "C", "C", "C", "C", "N", "O", "H", "H", "H", "H", "H", "H", "H", "H", "H", "H", "H", "H", "H", "H", "H", "H", "H", "H", "H", "C", "C", "C", "C", "C", "C", "C", "C", "C", "N", "O", "H", "H", "H", "H", "H", "H", "H", "H", "H", "H", "H", "H", "H", "H", "H", "H", "H", "H", "H", "C", "C", "C", "C", "C", "C", "C", "C", "C", "N", "O", "H", "H", "H", "H", "H", "H", "H", "H", "H", "H", "H", "H", "H", "H", "H", "H", "H", "H", "H", "C", "C", "C", "C", "C", "C", "C", "C", "C", "N", "O", "H", "H", "H", "H", "H", "H", "H", "H", "H", "H", "H", "H", "H", "H", "H", "H", "H", "H", "H", "C", "C", "C", "C", "C", "C", "C", "C", "C", "N", "O", "H", "H", "H", "H", "H", "H", "H", "H", "H", "H", "H", "H", "H", "H", "H", "H", "H", "H", "H", "C", "C", "C", "C", "C", "C", "C", "C", "C", "N", "O", "H", "H", "H", "H", "H", "H", "H", "H", "H", "H", "H", "H", "H", "H", "H", "H", "H", "H", "H"], "coordinates": [[10.722, 6.665, -3.096], [10.977, 5.666, -1.879], [10.991, 6.404, -0.530], [9.778, 4.743, -1.974], [10.065, 3.296, -1.336], [11.473, 2.708, -1.735], [12.570, 3.690, -1.179], [12.552, 3.582, 0.366], [13.928, 3.170, -1.634], [12.312, 4.889, -2.025], [13.369, 5.816, -2.266], [9.727, 7.111, -3.098], [11.583, 7.322, -3.218], [10.548, 6.078, -3.998], [10.239, 7.193, -0.502], [10.848, 5.636, 0.230], [11.939, 6.899, -0.315], [8.857, 5.168, -1.575], [9.490, 4.494, -2.995], [9.998, 3.540, -0.276], [9.301, 2.558, -1.582], [11.406, 2.768, -2.821], [11.590, 1.656, -1.474], [12.999, 4.496, 0.756], [13.222, 2.818, 0.762], [11.583, 3.333, 0.798], [14.109, 2.257, -1.068], [14.692, 3.946, -1.594], [13.873, 2.885, -2.685], [13.357, 5.708, -3.219], [-0.987, -9.142, 5.428], [0.320, -9.228, 6.214], [0.822, -7.740, 6.391], [0.077, -9.834, 7.606], [0.022, -11.385, 7.637], [1.173, -12.057, 6.789], [1.366, -11.519, 5.373], [2.887, -11.908, 5.130], [0.357, -12.167, 4.418], [1.263, -10.026, 5.413], [1.793, -9.419, 4.316], [-1.410, -10.131, 5.250], [-1.635, -8.471, 5.991], [-0.817, -8.551, 4.529], [0.370, -7.348, 7.303], [1.897, -7.735, 6.571], [0.500, -7.005, 5.654], [0.887, -9.497, 8.253], [-0.901, -9.470, 7.919], [0.100, -11.779, 8.651], [-0.982, -11.579, 7.262], [1.024, -13.135, 6.718], [2.140, -12.228, 7.262], [3.187, -12.899, 5.471], [3.517, -11.183, 5.645], [3.226, -11.805, 4.099], [0.717, -13.138, 4.076], [0.348, -11.532, 3.533], [-0.587, -12.091, 4.958], [2.540, -9.041, 4.786], [13.178, 2.855, 8.784], [12.731, 4.251, 9.023], [12.816, 4.484, 10.504], [13.773, 5.173, 8.302], [13.332, 6.651, 8.163], [12.002, 6.591, 7.408], [10.925, 5.816, 8.195], [10.489, 6.524, 9.456], [9.777, 5.677, 7.136], [11.362, 4.403, 8.344], [10.419, 3.487, 8.809], [14.211, 2.758, 9.118], [12.568, 2.182, 9.387], [13.183, 2.453, 7.771], [12.080, 3.860, 11.011], [13.865, 4.231, 10.658], [12.593, 5.524, 10.741], [14.713, 5.245, 8.849], [14.230, 4.667, 7.452], [13.343, 6.998, 9.197], [14.023, 7.186, 7.512], [12.093, 6.165, 6.409], [11.514, 7.528, 7.138], [9.777, 7.349, 9.436], [11.290, 6.952, 10.058], [9.913, 5.792, 10.023], [10.033, 5.059, 6.276], [9.389, 6.650, 6.836], [8.884, 5.153, 7.479], [10.671, 2.692, 8.334], [-10.262, 9.692, -4.432], [-10.095, 11.133, -3.700], [-9.406, 12.087, -4.616], [-11.499, 11.704, -3.504], [-12.314, 11.160, -2.340], [-11.619, 11.313, -1.030], [-10.177, 10.793, -1.141], [-9.472, 11.508, 0.050], [-10.182, 9.204, -0.856], [-9.381, 11.144, -2.368], [-8.197, 10.554, -2.334], [-9.306, 9.495, -4.918], [-10.623, 8.888, -3.792], [-10.793, 9.800, -5.378], [-9.714, 11.891, -5.643], [-9.525, 13.156, -4.438], [-8.362, 11.773, -4.641], [-11.425, 12.791, -3.494], [-12.075, 11.450, -4.394], [-13.297, 11.625, -2.420], [-12.595, 10.118, -2.490], [-12.183, 10.697, -0.328], [-11.782, 12.315, -0.633], [-8.580, 10.925, 0.283], [-10.132, 11.680, 0.900], [-9.215, 12.486, -0.357], [-9.205, 8.831, -1.161], [-10.868, 8.766, -1.581], [-10.167, 9.036, 0.221], [-7.759, 11.401, -2.225], [-4.013, 2.621, 1.372], [-2.766, 2.304, 2.160], [-2.919, 2.823, 3.688], [-2.742, 0.679, 2.277], [-1.426, 0.056, 2.663], [-0.263, 0.585, 1.869], [-0.146, 2.209, 1.867], [0.388, 2.685, 3.260], [0.879, 2.432, 0.744], [-1.462, 2.774, 1.558], [-1.578, 4.148, 1.377], [-3.861, 2.298, 0.342], [-4.921, 2.253, 1.849], [-4.087, 3.690, 1.175], [-3.830, 2.477, 4.176], [-2.149, 2.449, 4.363], [-2.980, 3.911, 3.711], [-3.620, 0.571, 2.913], [-3.145, 0.123, 1.430], [-1.316, 0.348, 3.707], [-1.446, -1.026, 2.528], [-0.491, 0.153, 0.895], [0.558, 0.138, 2.431], [1.454, 2.892, 3.355], [0.411, 1.941, 4.057], [-0.284, 3.492, 3.552], [1.735, 1.921, 1.184], [1.060, 3.504, 0.667], [0.623, 2.019, -0.232], [-1.446, 4.249, 0.431], [1.589, 5.220, -7.297], [0.367, 5.689, -8.196], [0.216, 4.588, -9.317], [-0.894, 5.595, -7.343], [-2.115, 6.414, -7.795], [-1.654, 7.863, -8.151], [-0.490, 7.922, -9.183], [-0.957, 7.727, -10.578], [0.005, 9.400, -9.045], [0.594, 7.050, -8.821], [1.693, 7.081, -9.722], [1.688, 5.714, -6.330], [1.339, 4.222, -6.939], [2.527, 5.311, -7.845], [0.034, 3.599, -8.896], [-0.637, 4.695, -9.987], [0.926, 4.715, -10.135], [-1.345, 4.603, -7.374], [-0.657, 5.904, -6.325], [-2.585, 5.945, -8.659], [-3.006, 6.459, -7.169], [-1.531, 8.521, -7.291], [-2.489, 8.397, -8.604], [-0.272, 7.746, -11.425], [-1.866, 8.280, -10.816], [-1.291, 6.690, -10.566], [0.427, 9.509, -8.046], [-0.776, 10.142, -9.213], [0.727, 9.732, -9.792], [1.255, 6.850, -10.544], [8.030, -4.241, 3.663], [9.261, -5.014, 3.062], [9.133, -4.906, 1.532], [10.599, -4.344, 3.427], [12.037, -5.068, 3.217], [11.857, -6.563, 3.671], [10.545, -7.307, 3.301], [10.459, -7.620, 1.759], [10.541, -8.605, 4.025], [9.383, -6.391, 3.626], [8.241, -7.101, 3.716], [8.072, -4.382, 4.743], [8.189, -3.196, 3.398], [7.102, -4.655, 3.269], [8.424, -5.694, 1.277], [8.927, -3.894, 1.184], [10.032, -5.197, 0.988], [10.688, -3.418, 2.859], [10.518, -4.134, 4.493], [12.117, -5.003, 2.132], [12.884, -4.589, 3.707], [11.879, -6.333, 4.736], [12.773, -7.037, 3.317], [9.424, -7.901, 1.566], [10.942, -8.596, 1.703], [10.940, -6.915, 1.080], [9.661, -9.139, 3.665], [10.487, -8.379, 5.090], [11.410, -9.240, 3.851], [8.167, -7.419, 4.619], [1.149, -5.393, -3.325], [0.178, -6.550, -3.806], [0.928, -7.831, -3.767], [-0.965, -6.714, -2.773], [-1.916, -5.563, -2.857], [-2.486, -5.307, -4.294], [-1.496, -5.346, -5.488], [-2.343, -5.721, -6.655], [-0.966, -3.903, -5.677], [-0.356, -6.271, -5.166], [0.604, -6.222, -6.105], [1.979, -5.210, -4.007], [0.674, -4.412, -3.299], [1.700, -5.450, -2.387], [1.690, -7.733, -4.541], [1.507, -7.904, -2.846], [0.389, -8.751, -3.993], [-1.509, -7.530, -3.248], [-0.755, -7.116, -1.782], [-2.781, -5.895, -2.282], [-1.458, -4.679, -2.414], [-2.883, -4.293, -4.236], [-3.228, -6.063, -4.548], [-1.677, -5.565, -7.504], [-3.243, -5.165, -6.915], [-2.564, -6.769, -6.861], [-0.783, -3.260, -4.817], [-1.595, -3.309, -6.340], [0.034, -3.842, -6.105], [0.490, -6.926, -6.747], [-8.833, -8.947, 3.633], [-9.626, -7.690, 3.912], [-11.071, -7.993, 4.173], [-9.011, -7.110, 5.174], [-9.409, -5.646, 5.370], [-9.114, -4.886, 4.127], [-9.871, -5.408, 2.944], [-11.398, -5.159, 3.046], [-9.219, -4.572, 1.767], [-9.492, -6.800, 2.817], [-9.779, -7.347, 1.593], [-7.895, -8.659, 3.157], [-8.773, -9.800, 4.310], [-9.291, -9.523, 2.828], [-11.638, -7.625, 5.027], [-11.702, -7.883, 3.291], [-11.060, -9.063, 4.382], [-9.362, -7.728, 6.000], [-7.980, -7.421, 5.339], [-10.460, -5.537, 5.635], [-8.800, -5.142, 6.121], [-8.028, -4.809, 4.068], [-9.533, -3.897, 4.312], [-11.900, -5.612, 3.901], [-11.910, -5.533, 2.159], [-11.482, -4.073, 3.047], [-9.612, -3.559, 1.866], [-9.518, -4.894, 0.770], [-8.132, -4.561, 1.687], [-8.933, -7.674, 1.278], [-12.938, -1.654, -4.523], [-12.637, -1.583, -6.085], [-12.893, -2.928, -6.785], [-13.638, -0.621, -6.856], [-13.271, 0.886, -6.737], [-11.814, 1.143, -7.204], [-10.677, 0.218, -6.518], [-9.489, 0.363, -7.435], [-10.332, 0.776, -5.118], [-11.173, -1.199, -6.398], [-10.210, -2.146, -6.057], [-12.752, -2.677, -4.196], [-12.172, -0.992, -4.120], [-13.906, -1.352, -4.124], [-12.519, -3.718, -6.134], [-13.962, -3.118, -6.877], [-12.395, -3.112, -7.737], [-13.978, -0.954, -7.837], [-14.610, -0.534, -6.369], [-13.941, 1.357, -7.457], [-13.521, 1.265, -5.746], [-11.552, 2.123, -6.805], [-11.903, 1.150, -8.291], [-9.279, 1.421, -7.586], [-9.902, -0.146, -8.306], [-8.644, -0.275, -7.172], [-11.132, 1.212, -4.520], [-9.819, 1.732, -5.227], [-9.804, 0.074, -4.472], [-10.663, -2.710, -5.426]], "smiles": "CC1(C)CCCC(C)(C)N1O.CC1(C)CCCC(C)(C)N1O.CC1(C)CCCC(C)(C)N1O.CC1(C)CCCC(C)(C)N1O.CC1(C)CCCC(C)(C)N1O.CC1(C)CCCC(C)(C)N1O.CC1(C)CCCC(C)(C)N1O.CC1(C)CCCC(C)(C)N1O.CC1(C)CCCC(C)(C)N1O.CC1(C)CCCC(C)(C)N1O", "orbital_gap_ev": 7.90, "largest_force_ev_per_a": 7.1}